{
  "formula": "C36H81Br15Cl3O20P5",
  "method": "ωB97M-V with the def2-TZVPD basis set",
  "symbols": ["C", "Br", "Br", "Br", "H", "C", "Br", "Br", "Br", "H", "C", "Br", "Br", "Br", "H", "C", "Br", "Br", "Br", "H", "C", "Br", "Br", "Br", "H", "C", "C", "O", "P", "O", "O", "C", "C", "O", "C", "C", "H", "H", "H", "H", "H", "H", "H", "H", "H", "H", "H", "H", "H", "H", "H", "C", "C", "O", "P", "O", "O", "C", "C", "O", "C", "C", "H", "H", "H", "H", "H", "H", "H", "H", "H", "H", "H", "H", "H", "H", "H", "C", "C", "O", "P", "O", "O", "C", "C", "O", "C", "C", "H", "H", "H", "H", "H", "H", "H", "H", "H", "H", "H", "H", "H", "H", "H", "C", "C", "O", "P", "O", "O", "C", "C", "O", "C", "C", "H", "H", "H", "H", "H", "H", "H", "H", "H", "H", "H", "H", "H", "H", "H", "C", "C", "O", "P", "O", "O", "C", "C", "O", "C", "C", "H", "H", "H", "H", "H", "H", "H", "H", "H", "H", "H", "H", "H", "H", "H", "C", "Cl", "Cl", "Cl", "H"],
  "positions_angstrom": [[11.216924, -25.323035, 4.733284], [13.102261, -24.750079, 5.160418], [10.969223, -26.644782, 3.263477], [10.243825, -23.641686, 4.401477], [10.733086, -25.721593, 5.625002], [6.978270, -22.893327, 9.465872], [8.325641, -23.032791, 7.997161], [6.860141, -21.061851, 10.271199], [7.239349, -24.209415, 10.936198], [5.983625, -23.092505, 9.066970], [-1.271571, -30.746528, 10.599320], [-2.658763, -30.491953, 12.034817], [-2.025657, -30.717600, 8.753813], [-0.046194, -32.287207, 11.000690], [-0.629951, -29.865715, 10.575082], [4.046675, -32.070269, 9.210499], [5.488013, -32.685401, 10.423854], [3.290036, -30.454975, 10.006883], [2.627469, -33.418706, 8.796946], [4.559232, -31.808928, 8.284704], [-1.143790, -25.282970, 8.904570], [-1.827084, -27.091721, 9.463826], [-1.691529, -23.798721, 10.126899], [-1.788654, -24.677954, 7.090159], [-0.057491, -25.348370, 8.843134], [1.259999, -29.233986, 3.464027], [-0.025848, -29.999892, 3.058887], [-1.122065, -29.667714, 3.862500], [-2.127172, -28.392384, 3.610655], [-2.986820, -28.007801, 4.748675], [-2.899657, -28.907569, 2.272556], [-4.200206, -29.543183, 2.373710], [-5.317468, -28.492106, 2.280106], [-1.149574, -27.176858, 3.139453], [-1.635188, -26.048932, 2.442754], [-1.210092, -24.799704, 3.091013], [2.044440, -29.756677, 2.916729], [1.199269, -28.239474, 3.022037], [1.382487, -29.221540, 4.547061], [-0.223372, -29.779435, 2.009850], [0.139951, -31.069874, 3.184367], [-4.343279, -30.207910, 1.521789], [-4.214523, -30.256291, 3.197950], [-5.175773, -28.042268, 3.262790], [-5.143239, -27.742492, 1.508209], [-6.311875, -28.877844, 2.055465], [-1.291533, -26.079833, 1.408813], [-2.708920, -26.110984, 2.265702], [-1.299389, -24.869576, 4.175093], [-0.165315, -24.538051, 2.923404], [-1.867367, -23.986512, 2.783129], [7.103947, -25.590117, 6.422173], [6.822794, -26.978999, 5.847980], [5.542859, -27.410446, 6.350115], [5.376597, -28.543073, 7.505506], [5.652572, -29.909011, 7.056985], [6.341374, -28.024438, 8.774565], [6.619567, -28.957902, 9.796208], [8.075726, -28.852197, 10.262043], [3.893864, -28.173190, 7.907859], [2.835641, -28.435682, 7.018826], [1.525297, -28.054808, 7.798086], [7.820838, -25.097403, 5.765363], [6.180142, -25.011626, 6.416441], [7.556993, -25.670024, 7.410336], [6.809432, -26.929073, 4.759200], [7.660384, -27.618617, 6.126266], [5.907198, -28.736027, 10.590805], [6.446871, -30.004001, 9.543318], [8.391873, -27.996329, 10.858393], [8.338150, -29.723958, 10.861421], [8.764716, -28.845639, 9.417451], [2.913759, -27.895750, 6.075168], [2.717152, -29.501958, 6.826135], [1.196935, -28.770073, 8.552188], [1.776449, -27.137722, 8.330987], [0.684092, -27.919477, 7.118265], [4.305958, -32.073885, 5.216373], [3.999525, -32.142829, 3.747387], [2.663789, -32.663559, 3.611894], [2.021079, -33.181160, 2.279009], [0.653934, -33.740752, 2.468159], [2.087175, -31.960713, 1.155071], [1.814067, -32.240141, -0.164393], [1.509512, -30.939082, -0.825051], [3.158998, -34.217779, 1.670777], [3.193593, -35.615374, 2.015567], [2.189213, -36.272225, 1.058512], [5.361073, -32.066788, 5.489844], [3.875189, -31.208094, 5.719307], [3.852958, -32.949427, 5.681481], [4.058133, -31.141103, 3.321691], [4.663107, -32.891886, 3.315330], [2.560325, -32.817172, -0.710491], [0.919583, -32.861714, -0.205031], [1.311141, -31.239634, -1.853840], [0.618781, -30.445737, -0.436062], [2.333253, -30.228733, -0.754678], [4.167114, -36.090039, 1.892872], [2.874106, -35.815996, 3.038195], [2.381890, -35.880297, 0.059831], [2.367514, -37.334128, 0.889181], [1.161206, -36.018239, 1.316926], [11.880764, -29.536395, 15.776324], [10.564837, -30.068728, 15.247405], [9.566890, -29.072052, 15.064486], [9.800142, -28.194368, 13.673020], [10.386273, -29.005175, 12.511902], [10.783412, -27.027127, 14.227094], [11.485294, -26.142774, 13.364836], [10.767824, -24.856498, 13.141456], [8.359722, -27.460140, 13.515710], [7.771946, -26.474805, 14.401835], [6.598703, -27.151399, 15.101167], [12.518734, -30.408810, 15.917689], [12.372988, -28.886740, 15.052616], [11.747497, -28.909043, 16.657674], [10.705102, -30.590090, 14.300514], [10.195701, -30.807038, 15.959250], [12.382226, -25.952994, 13.954417], [11.749143, -26.602698, 12.412493], [11.349887, -24.212058, 12.482660], [9.771898, -24.937486, 12.705946], [10.668654, -24.314005, 14.081641], [8.545901, -26.049480, 15.040744], [7.516315, -25.649934, 13.736757], [6.690375, -28.162016, 15.499115], [6.262456, -26.636206, 16.000943], [5.769203, -27.142662, 14.394091], [6.494651, -35.043106, -0.603638], [5.870645, -33.701622, -0.401571], [6.929110, -32.836619, 0.015748], [6.509487, -31.269559, 0.370034], [5.193167, -31.076392, 1.036706], [6.699653, -30.588539, -1.097878], [7.719383, -31.004910, -1.978604], [7.866115, -30.024317, -3.168402], [7.785996, -30.707431, 1.157090], [7.864732, -30.918102, 2.550668], [7.931052, -29.563116, 3.247890], [5.745307, -35.715506, -1.021332], [7.200268, -34.918674, -1.425058], [6.991565, -35.491070, 0.256892], [5.333059, -33.427261, -1.309216], [5.051299, -33.741439, 0.316188], [8.648804, -31.119828, -1.420872], [7.454655, -31.950006, -2.452741], [8.779357, -30.184845, -3.741381], [7.033785, -30.174264, -3.856046], [7.788267, -28.950711, -2.996885], [7.029830, -31.555303, 2.842231], [8.725409, -31.520879, 2.840488], [8.665019, -28.900899, 2.788707], [6.885481, -29.256263, 3.274930], [8.133987, -29.712006, 4.308433], [11.237415, -29.126862, 7.052587], [10.263343, -27.783339, 7.557464], [12.940577, -28.561283, 6.996617], [10.724414, -29.591612, 5.398123], [11.221289, -29.940138, 7.778138]],
  "forces_ev_per_angstrom": [[0.262, 0.773, -0.258], [-1.359, -0.979, -0.426], [0.443, 1.125, 1.017], [0.112, -0.692, -0.114], [0.517, -0.171, -0.210], [0.323, 0.425, 0.516], [-0.884, 0.432, 1.401], [0.251, -1.205, -0.709], [0.042, 0.592, -1.023], [0.434, -0.003, -0.085], [-0.839, 0.752, -0.746], [1.538, -0.658, -1.314], [0.548, -0.539, 1.509], [-0.732, 0.517, -0.319], [-0.050, -0.268, 0.480], [0.597, 0.189, 1.198], [-1.051, -0.144, -0.806], [-0.030, -0.853, -0.503], [0.446, 0.941, 0.556], [-0.374, 0.043, -0.208], [-1.066, 0.756, -0.432], [0.406, 1.489, -0.500], [0.534, -1.344, -0.475], [0.504, -0.976, 1.257], [-0.361, 0.028, 0.179], [-1.017, -0.480, -1.123], [1.548, 0.301, -0.259], [-1.989, 2.165, 1.130], [0.585, -0.623, -0.572], [0.591, -0.777, -0.709], [0.324, 0.734, 0.800], [-0.584, -0.423, -1.646], [1.045, -0.082, 1.117], [-0.347, -2.361, 0.306], [-0.832, -0.328, -1.611], [0.140, 1.098, 1.088], [0.424, 0.017, 0.402], [0.105, 0.173, 0.486], [0.197, -0.018, -0.129], [-0.152, -0.197, -0.108], [-0.225, 0.001, -0.070], [0.791, 0.062, -0.383], [-0.244, 0.634, 0.548], [-1.100, 0.683, -0.030], [0.487, -0.153, -0.021], [0.103, -0.308, 0.578], [0.556, -0.197, -0.042], [-0.299, 0.027, 0.710], [-0.220, -0.139, 0.057], [-0.047, -0.033, -0.317], [0.223, 0.139, -0.153], [0.171, -0.682, -0.573], [0.524, 0.950, 0.290], [0.404, -1.309, 1.125], [1.825, 2.663, -0.135], [-0.229, -0.498, 0.447], [-1.992, -0.461, -3.171], [0.787, -0.184, 1.624], [0.204, -0.134, -0.128], [0.922, -0.159, 0.675], [-2.712, -0.555, 0.733], [0.886, 0.401, -0.597], [0.067, 0.159, 0.044], [0.111, 0.100, 0.205], [-0.367, 0.085, 0.033], [-0.477, -0.226, 0.036], [-0.290, -0.502, 0.088], [0.150, 0.010, 0.362], [-0.078, 0.103, -0.669], [-0.664, 0.199, 0.003], [-0.106, -0.051, 0.057], [-0.271, -0.217, -0.168], [0.205, 0.125, 0.168], [0.599, -0.178, -0.296], [0.375, -0.293, -0.110], [-0.380, 0.244, -0.078], [0.068, 0.203, -0.055], [-0.455, -0.141, 1.064], [0.421, -0.140, 0.383], [-0.623, 0.628, -0.052], [-0.273, -0.736, -2.201], [1.748, 0.592, -0.040], [1.294, -1.585, 4.175], [-1.459, -0.419, -1.103], [-0.064, 0.108, -0.850], [-0.358, 1.198, 0.902], [-1.814, -0.823, -0.656], [0.564, -0.097, -0.543], [0.082, 0.044, -0.446], [-0.091, 0.122, -0.223], [0.060, -0.244, 0.115], [0.146, -0.392, -0.544], [0.133, 0.466, -0.540], [0.637, 0.207, 0.363], [-0.265, -0.163, -0.079], [0.025, 0.631, -0.329], [-0.044, -0.224, 0.150], [0.124, -0.159, -0.176], [0.322, 0.809, -0.187], [0.068, 0.396, 0.203], [-0.021, 0.363, -0.055], [-0.289, -0.214, 0.646], [0.099, -0.269, 0.086], [0.006, 0.313, -0.631], [0.599, -0.806, 0.316], [-0.017, 1.493, -2.087], [0.574, -0.786, 0.361], [-2.025, 2.293, 2.588], [-1.435, -1.411, -0.280], [0.764, 0.076, 0.018], [-0.376, 0.972, 0.184], [1.638, -1.196, -0.872], [0.765, -0.715, 0.263], [-0.812, 0.678, 0.192], [0.152, 0.190, 0.437], [0.006, -0.118, -0.178], [0.016, -0.435, 0.274], [0.134, -0.025, 0.003], [-0.408, 0.194, 0.032], [0.286, 0.116, -0.444], [-0.006, -0.342, 0.119], [0.079, -0.061, -0.085], [0.027, -0.299, -0.094], [-0.095, 0.011, 0.080], [-0.021, -0.373, 0.356], [-0.601, -0.091, 0.117], [0.872, -0.117, -0.606], [0.063, 0.642, -0.178], [-0.158, -0.186, 0.111], [0.014, -0.367, -1.112], [-0.780, -0.763, 0.689], [-0.790, 2.202, 0.827], [0.289, -0.639, -1.492], [1.595, -0.198, -0.952], [-1.307, 0.048, 1.941], [0.949, 0.492, -1.242], [-0.683, 0.127, -0.110], [-0.480, -0.526, -1.362], [0.519, -0.245, 1.164], [-1.200, -1.249, 0.561], [-0.117, -0.236, 0.297], [0.419, -0.205, 0.158], [-0.148, 0.218, 0.032], [0.573, 0.635, -0.438], [0.287, 0.172, 0.529], [0.086, 0.000, -0.108], [0.020, -0.267, 0.392], [0.059, -0.262, 0.216], [-0.043, -0.338, -0.096], [0.313, -0.066, 0.828], [-0.347, 0.418, 0.409], [0.433, 0.008, -0.672], [-0.381, 0.080, 0.008], [0.175, 1.038, -0.474], [0.444, -0.040, -0.008], [1.117, 0.326, -0.847], [-0.566, 0.408, 0.435], [-0.266, -0.335, -0.017], [0.196, -0.385, 0.833], [-0.383, 0.039, -0.392]],
  "energy_ev": -1214244.0551,
  "homo_lumo_gap_ev": [7.28, 2.18],
  "spin_multiplicity": 2,
  "total_charge": 1,
  "lumo_energy_ev": [-4.30, -9.39],
  "mol_weight_da": 2293.81
}